The following is a DFT calculation (the ωB97M-V functional and the def2-TZVPD basis) of a cluster of 3 separate species, C3H12N2O3 in total in a non-equilibrium geometry.

Computed properties:
energy relative to the best compared isomer or geometry (same formula, charge and spin): 17.5 kcal per mole
SMILES: CCNC(N)=O.O.O
frontier orbital gap: 0.3860 Eh
LUMO energy: 0.48 eV
net charge: 0
HOMO level: -10.0 eV

Bonds (Å) are listed after each position.
Atoms and positions in Å:
1 C -1.61 1.33 1.00  C2 1.551, H7 1.068, H8 1.108, H9 1.089
2 C -1.44 0.31 -0.16  C1 1.551, N3 1.438, H10 1.108, H11 1.136
3 N -0.07 0.10 -0.54  C2 1.438, C4 1.361, H12 1.012
4 C 0.33 -0.67 -1.59  N3 1.361, N5 1.437, O6 1.212
5 N -0.62 -1.69 -1.93  C4 1.437, H13 1.018, H14 1.005
6 O 1.41 -0.62 -2.14  C4 1.212
7 H -0.66 1.65 1.38  C1 1.068
8 H -2.15 0.93 1.88  C1 1.108
9 H -2.26 2.10 0.60  C1 1.089
10 H -1.82 -0.66 0.21  C2 1.108
11 H -2.13 0.37 -1.05  C2 1.136
12 H 0.65 0.76 -0.31  N3 1.012
13 H -0.10 -2.24 -2.61  N5 1.018
14 H -0.96 -2.11 -1.08  N5 1.005
15 O 1.31 0.05 2.56  H16 0.967, H17 0.968
16 H 0.66 -0.13 3.25  O15 0.967
17 H 0.72 0.02 1.79  O15 0.968
18 O 3.06 0.35 -0.09  H19 0.962, H20 0.968
19 H 2.60 -0.50 -0.15  O18 0.962
20 H 3.10 0.63 -1.01  O18 0.968

These are the Löwdin partial charges, in e, on atoms 1 to 8: -0.064 -0.254 0.029 -0.593 0.137 0.044 0.052 0.082